Record 1
Below is C36H31BaN11O3S as an isolated structure, with properties calculated with ωB97M-V/def2-TZVPD.

The frontier orbital gap comes out at 4.80 eV. Its HOMO energy is -1.414 eV. The energy relative to the best compared isomer or geometry (same formula, charge and spin) is 13.4 kcal/mol.

```
! wB97M-V def2-TZVPD RIJCOSX def2/J DEFGRID3
* xyz -2 1
Ba -1.21 0.54 0.02
O -5.94 -0.31 0.50
C -4.71 -0.35 0.68
N -3.77 -0.39 -0.30
C -4.29 -0.50 -1.64
C -5.27 -1.52 -1.96
C -5.79 -1.49 -3.25
C -5.48 -0.38 -4.14
C -4.44 0.48 -3.89
C -3.71 0.34 -2.64
N -2.48 0.96 -2.49
C -1.69 1.01 -3.61
O -1.92 0.59 -4.75
C -0.31 1.55 -3.41
C 0.36 2.17 -4.53
C 1.64 2.59 -4.34
C 2.29 2.32 -3.10
C 1.62 1.65 -2.12
N 0.31 1.37 -2.23
C -4.24 -0.23 2.14
C -5.15 -0.30 3.25
C -4.68 -0.32 4.54
C -3.30 -0.27 4.75
C -2.49 -0.05 3.65
N -2.97 -0.03 2.38
H -5.38 -2.27 -1.21
H -6.56 -2.18 -3.56
H -6.11 -0.24 -5.03
H -4.10 1.23 -4.62
H -0.17 2.23 -5.48
H 2.18 3.08 -5.14
H 3.37 2.63 -2.98
H 2.06 1.25 -1.22
H -6.22 -0.34 2.99
H -5.35 -0.35 5.41
H -2.87 -0.41 5.73
H -1.41 0.27 3.77
O -1.16 2.97 1.08
C -0.68 3.76 2.01
C -1.15 5.12 2.00
C -1.01 5.91 3.10
C -0.15 5.51 4.12
C 0.50 4.30 4.09
C 0.36 3.46 2.98
C 1.13 2.22 2.90
N 0.86 1.20 2.08
C 1.92 0.33 2.21
C 2.81 0.77 3.16
N 2.26 1.98 3.65
H -1.75 5.35 1.14
H -1.56 6.87 3.19
H 0.04 6.22 4.90
H 0.98 3.92 5.01
H 2.00 -0.52 1.56
H 3.82 0.46 3.49
H 2.51 2.48 4.49
C 4.87 -2.13 0.70
N 5.05 -2.35 -0.68
C 6.27 -3.21 -1.02
C 3.97 -2.26 -1.53
S 2.45 -1.87 -0.89
N 4.25 -2.55 -2.85
C 3.18 -3.19 -3.57
C 5.15 -1.60 -3.54
H 5.75 -1.62 1.13
H 4.64 -3.01 1.33
H 3.95 -1.50 0.81
H 6.72 -3.53 -0.04
H 7.04 -2.63 -1.57
H 5.94 -4.00 -1.71
H 2.98 -4.16 -3.13
H 3.45 -3.36 -4.60
H 2.27 -2.54 -3.50
H 5.89 -1.29 -2.78
H 4.62 -0.70 -3.93
H 5.56 -2.14 -4.39
N -0.70 -1.43 1.66
C -0.94 -2.56 1.87
C -1.14 -3.87 2.24
C -0.33 -4.92 1.82
N 0.42 -5.78 1.50
C -2.10 -4.16 3.21
N -2.74 -4.28 4.17
*
```

Results of the Mulliken charge analysis, in e, for atoms 1 through 8:
1 Ba 1.63
2 O -0.76
3 C 0.00
4 N 0.24
5 C -0.13
6 C -0.42
7 C -0.68
8 C -0.52


Record 2
Below is C36H32BN12O9PbSe2 as an isolated structure, with properties calculated with ωB97M-V/def2-TZVPD.

The frontier orbital gap (spin up / spin down) comes out at 4.19 / 6.84 eV. Its HOMO energy (spin up / spin down) is -0.442 / -3.095 eV. The energy relative to the best compared isomer or geometry (same formula, charge and spin) is 19.8 kcal/mol.

```
! wB97M-V def2-TZVPD RIJCOSX def2/J DEFGRID3
* xyz -2 2
Pb -0.07 1.09 -0.59
C -2.13 3.83 2.86
C -1.71 3.43 1.58
N -0.88 2.40 1.66
N -0.74 2.10 2.98
C -1.50 2.95 3.71
B -0.02 0.77 3.36
N 1.34 0.70 2.63
C 2.43 1.44 2.95
C 3.47 1.03 2.15
C 2.90 0.02 1.34
N 1.62 -0.17 1.64
N -0.92 -0.42 2.95
C -1.46 -1.35 3.79
C -2.36 -2.09 3.07
C -2.30 -1.54 1.77
N -1.45 -0.53 1.72
N 0.31 0.58 4.88
C 1.33 -0.18 5.32
C 1.29 -0.19 6.70
C 0.19 0.62 7.01
N -0.41 1.08 5.91
H -2.79 4.64 3.12
H -1.96 3.83 0.61
H -1.54 2.84 4.78
H 2.39 2.19 3.72
H 4.47 1.41 2.12
H 3.35 -0.55 0.54
H -1.16 -1.41 4.82
H -2.95 -2.93 3.41
H -2.85 -1.83 0.89
H 2.00 -0.67 4.64
H 1.96 -0.70 7.37
H -0.21 0.89 7.98
O -2.09 3.65 -3.60
C -1.97 2.87 -2.66
O -0.97 2.84 -1.85
C -3.13 1.92 -2.40
C -4.37 2.46 -2.27
C -5.50 1.65 -2.05
C -5.38 0.29 -2.03
C -4.14 -0.30 -2.20
C -2.92 0.48 -2.33
O -1.78 -0.01 -2.37
N -4.13 -1.75 -2.25
O -5.18 -2.35 -2.02
O -3.10 -2.33 -2.53
N -6.80 2.24 -1.87
O -7.77 1.51 -1.74
O -6.88 3.46 -1.86
H -4.49 3.53 -2.36
H -6.25 -0.33 -1.89
C 2.69 -0.36 -4.16
C 1.72 -0.18 -3.21
N 1.76 0.78 -2.27
C 2.83 1.66 -2.28
C 3.87 1.54 -3.24
C 3.80 0.52 -4.17
C 4.96 2.49 -3.21
C 5.00 3.47 -2.30
C 3.95 3.61 -1.31
C 3.95 4.61 -0.37
C 2.88 4.72 0.53
C 1.85 3.79 0.46
N 1.82 2.79 -0.42
C 2.86 2.69 -1.33
H 2.60 -1.15 -4.89
H 0.83 -0.81 -3.18
H 4.59 0.42 -4.90
H 5.74 2.41 -3.96
H 5.81 4.19 -2.28
H 4.77 5.32 -0.35
H 2.84 5.50 1.28
H 1.01 3.85 1.14
O -1.01 -5.36 0.45
C -0.79 -5.68 -0.91
C 0.43 -5.00 -1.57
C 0.94 -5.93 -2.68
O -0.03 -6.25 -3.68
C 0.06 -3.66 -2.20
Se -0.45 -2.40 -0.80
C 1.57 -4.82 -0.56
Se 1.49 -3.08 0.37
H -1.24 -4.42 0.50
H -1.69 -5.45 -1.51
H -0.63 -6.76 -0.92
H 1.32 -6.85 -2.22
H 1.76 -5.45 -3.21
H -0.86 -6.47 -3.24
H -0.80 -3.74 -2.86
H 0.91 -3.24 -2.75
H 2.53 -4.84 -1.07
H 1.54 -5.61 0.19
*
```

Results of the Mulliken charge analysis, in e, for atoms 1 through 8:
1 Pb 1.87
2 C -1.34
3 C -0.78
4 N 1.13
5 N -0.08
6 C -0.21
7 B -0.34
8 N 2.08


Record 3
Below is C36H32BrF6GaN2O4SSb as an isolated structure, with properties calculated with ωB97M-V/def2-TZVPD.

The frontier orbital gap comes out at 9.30 eV. Its HOMO energy is -11.883 eV. The energy relative to the best compared isomer or geometry (same formula, charge and spin) is 0.0 kcal/mol.

```
! wB97M-V def2-TZVPD RIJCOSX def2/J DEFGRID3
* xyz 1 1
Ga -0.85 0.73 -0.73
O -0.14 -0.93 -1.06
C 0.44 -1.44 -2.23
C 1.75 -0.75 -2.59
C 1.60 0.78 -2.65
C 0.37 1.15 -3.42
C 0.39 1.32 -4.79
C -0.79 1.57 -5.47
C -1.98 1.64 -4.75
C -1.93 1.47 -3.39
N -0.79 1.23 -2.74
H 0.72 -1.77 0.27
H -0.26 -1.39 -3.08
H 0.64 -2.51 -2.07
H 2.09 -1.13 -3.55
H 2.52 -1.00 -1.85
H 2.48 1.23 -3.10
H 1.54 1.19 -1.64
H 1.33 1.26 -5.32
H -0.79 1.71 -6.54
H -2.92 1.83 -5.24
H -2.82 1.55 -2.77
Br 0.17 4.26 -2.37
C -0.17 4.04 -0.53
C -0.40 5.20 0.21
C -0.56 5.09 1.57
C -0.48 3.84 2.16
C -0.28 2.75 1.34
N -0.13 2.83 0.01
C -0.23 1.36 1.94
O -0.13 1.22 3.14
O -0.24 0.39 1.08
H -0.43 6.15 -0.30
H -0.74 5.97 2.17
H -0.58 3.67 3.22
C -3.64 1.06 1.65
C -3.68 1.01 0.12
O -2.50 1.47 -0.43
C -4.79 1.96 -0.39
F -4.55 3.20 0.06
F -6.00 1.58 0.05
F -4.84 2.03 -1.73
C -3.96 -0.44 -0.34
F -4.19 -0.54 -1.65
F -4.98 -0.99 0.31
F -2.86 -1.19 -0.08
H -3.27 2.04 1.94
H -2.96 0.30 2.02
H -4.63 0.90 2.09
S 1.60 -2.60 0.92
Sb 1.37 -1.60 3.02
C 2.51 0.15 3.03
C 3.00 0.64 1.83
C 3.76 1.80 1.82
C 4.01 2.47 3.02
C 3.52 1.97 4.22
C 2.76 0.81 4.23
C -0.57 -1.80 3.74
C -1.61 -2.08 2.87
C -2.88 -2.31 3.39
C -3.09 -2.25 4.76
C -2.04 -1.98 5.62
C -0.76 -1.76 5.12
C 2.44 -2.93 4.24
C 3.72 -2.62 4.71
C 4.40 -3.55 5.48
C 3.83 -4.78 5.77
C 2.56 -5.09 5.29
C 1.86 -4.16 4.53
H 2.80 0.11 0.90
H 4.15 2.19 0.89
H 4.60 3.37 3.01
H 3.73 2.49 5.14
H 2.37 0.44 5.17
H -1.45 -2.12 1.80
H -3.70 -2.54 2.72
H -4.08 -2.43 5.16
H -2.20 -1.94 6.69
H 0.06 -1.58 5.79
H 4.18 -1.67 4.48
H 5.39 -3.31 5.85
H 4.37 -5.50 6.36
H 2.11 -6.05 5.51
H 0.87 -4.41 4.16
*
```

Results of the Mulliken charge analysis, in e, for atoms 1 through 8:
1 Ga -1.09
2 O 0.03
3 C -0.97
4 C -0.58
5 C -0.78
6 C 0.28
7 C -0.82
8 C -0.64


Record 4
Below is C36H32BrN5OPdSi as an isolated structure, with properties calculated with ωB97M-V/def2-TZVPD.

The frontier orbital gap (spin up / spin down) comes out at 2.31 / 2.31 eV. Its HOMO energy (spin up / spin down) is 1.055 / 1.053 eV. The energy relative to the best compared isomer or geometry (same formula, charge and spin) is 22.1 kcal/mol.

```
! wB97M-V def2-TZVPD RIJCOSX def2/J DEFGRID3
* xyz -2 1
Pd 0.41 -0.36 -0.32
C 2.20 -0.17 -3.16
Si 3.48 -0.03 -1.75
C 4.56 1.50 -1.87
C 4.51 -1.56 -1.94
N 2.52 -0.06 -0.24
C 3.19 0.16 0.91
C 4.60 -0.07 1.05
C 5.24 -0.48 2.24
C 4.52 -0.44 3.42
C 3.19 0.02 3.41
C 2.52 0.27 2.22
O 1.20 0.80 2.32
C 0.22 0.05 3.03
C -0.97 0.78 3.06
C -2.06 0.35 3.80
C -1.89 -0.75 4.66
C -0.68 -1.44 4.63
C 0.37 -1.13 3.72
H 1.60 -1.08 -3.24
H 2.84 -0.22 -4.04
H 1.45 0.67 -3.17
H 4.11 2.29 -2.54
H 5.60 1.20 -2.32
H 4.60 1.97 -0.94
H 4.62 -2.21 -0.96
H 5.55 -1.32 -2.22
H 4.15 -2.20 -2.67
H 5.29 0.26 0.21
H 6.28 -0.93 2.22
H 5.04 -0.77 4.38
H 2.59 0.04 4.38
H -0.96 1.71 2.57
H -2.96 1.01 3.82
H -2.69 -1.18 5.25
H -0.63 -2.20 5.42
H 1.30 -1.70 3.70
N -8.34 4.86 -2.48
C -7.50 4.22 -2.02
C -6.35 3.55 -1.65
C -5.12 4.01 -2.25
C -3.94 3.31 -2.02
C -3.87 2.09 -1.24
C -5.03 1.74 -0.55
C -6.25 2.45 -0.77
C -2.57 1.38 -1.09
C -2.64 -0.06 -0.91
C -3.76 -0.95 -0.95
C -3.34 -2.17 -0.46
C -2.03 -2.09 -0.13
N -1.52 -0.80 -0.45
C -1.36 2.20 -0.83
C -1.28 3.68 -0.63
C -0.10 3.90 -0.03
C 0.62 2.65 0.02
N -0.14 1.64 -0.38
H -5.13 4.85 -2.95
H -3.09 3.49 -2.62
H -4.89 0.92 0.14
H -7.21 1.96 -0.49
H -4.78 -0.82 -1.26
H -3.94 -3.01 -0.34
H -1.35 -2.82 0.27
H -2.04 4.34 -1.06
H 0.32 4.85 0.27
H 1.63 2.57 0.29
Br 1.17 -6.87 -1.91
C 1.06 -5.05 -1.41
C 1.55 -4.70 -0.18
C 1.40 -3.38 0.14
N 0.76 -2.51 -0.70
C 0.14 -2.92 -1.81
C 0.48 -4.19 -2.32
H 2.18 -5.42 0.41
H 1.55 -3.04 1.16
H -0.41 -2.21 -2.43
H 0.21 -4.41 -3.37
*
```

Results of the Mulliken charge analysis, in e, for atoms 1 through 8:
1 Pd 0.41
2 C -1.19
3 Si 0.38
4 C -1.26
5 C -1.19
6 N 0.76
7 C 0.39
8 C -0.57


Record 5
Below is C36H32ClCoP2 as an isolated structure, with properties calculated with ωB97M-V/def2-TZVPD.

The frontier orbital gap (spin up / spin down) comes out at 6.67 / 4.07 eV. Its HOMO energy (spin up / spin down) is -13.652 / -14.317 eV. The energy relative to the best compared isomer or geometry (same formula, charge and spin) is 69.9 kcal/mol.

```
! wB97M-V def2-TZVPD RIJCOSX def2/J DEFGRID3
* xyz 2 5
C -1.91 0.90 -2.24
C -0.86 1.70 -1.77
C 0.24 1.97 -2.60
C 0.30 1.39 -3.86
C -0.73 0.57 -4.31
C -1.85 0.34 -3.51
P -0.63 1.89 0.04
C 0.45 3.37 0.17
C 1.76 3.28 0.67
C 2.59 4.40 0.63
C 2.11 5.62 0.13
C 0.80 5.72 -0.34
C -0.04 4.59 -0.32
Co -0.03 0.06 1.07
P 0.84 -1.87 0.71
C 1.78 -1.90 -0.85
C 1.28 -2.52 -2.00
C 1.83 -2.22 -3.24
C 2.89 -1.31 -3.35
C 3.36 -0.65 -2.22
C 2.81 -0.94 -0.97
C 1.93 -2.75 1.86
C 1.58 -2.83 3.23
C 2.36 -3.57 4.12
C 3.53 -4.22 3.68
C 3.90 -4.12 2.34
C 3.10 -3.40 1.43
C -0.73 -2.83 0.69
C -1.84 -2.18 1.25
C -3.11 -2.75 1.14
C -3.27 -3.98 0.50
C -2.14 -4.70 0.07
C -0.87 -4.13 0.19
C -2.25 2.45 0.75
C -3.31 2.87 -0.06
C -4.54 3.21 0.52
C -4.70 3.13 1.91
C -3.64 2.74 2.72
C -2.41 2.42 2.15
H 0.71 -2.29 3.58
H 2.07 -3.65 5.17
H 4.12 -4.83 4.37
H 4.80 -4.62 1.98
H 3.39 -3.33 0.39
H 0.43 -3.20 -1.92
H 1.40 -2.66 -4.15
H 3.34 -1.11 -4.33
H 4.13 0.11 -2.31
H 3.13 -0.37 -0.09
H -1.71 -1.17 1.71
H -3.97 -2.24 1.60
H -4.27 -4.43 0.42
H -2.25 -5.72 -0.32
H 0.02 -4.70 -0.09
H -3.16 2.95 -1.14
H -5.36 3.54 -0.13
H -5.66 3.39 2.35
H -3.74 2.70 3.80
H -1.55 2.12 2.76
H 2.09 2.34 1.12
H 3.61 4.31 1.00
H 2.75 6.49 0.10
H 0.40 6.66 -0.72
H -1.08 4.66 -0.66
H 1.03 2.63 -2.26
H 1.14 1.60 -4.53
H -0.67 0.14 -5.32
H -2.69 -0.24 -3.91
H -2.77 0.72 -1.59
H -1.17 -0.02 0.15
H 0.21 -0.18 -0.29
Cl 0.76 0.67 2.95
*
```

Results of the Mulliken charge analysis, in e, for atoms 1 through 8:
1 C -0.37
2 C 0.33
3 C -0.48
4 C -0.85
5 C -0.54
6 C -1.02
7 P 2.66
8 C 0.27


Record 6
Below is a 2-piece molecular cluster, C36H32F6N2O3 overall, with properties calculated with ωB97M-V/def2-TZVPD.

The frontier orbital gap comes out at 6.04 eV. Its HOMO energy is -7.150 eV.

```
! wB97M-V def2-TZVPD RIJCOSX def2/J DEFGRID3
* xyz 0 1
C 4.89 -2.32 -0.35
C 4.29 -1.44 -1.43
C 3.75 -0.11 -1.13
C 3.23 0.70 -2.26
C 4.17 1.89 -2.52
C 4.26 2.73 -1.27
O 4.42 1.96 -0.03
C 4.31 0.61 0.04
O 4.58 0.05 1.10
O 4.22 -1.89 -2.59
H 5.60 -1.76 0.25
H 4.13 -2.72 0.33
H 5.37 -3.16 -0.85
H 3.16 0.07 -3.15
H 2.22 1.10 -2.03
H 5.16 1.51 -2.79
H 3.77 2.49 -3.34
H 5.14 3.38 -1.30
H 3.36 3.35 -1.13
F -1.80 6.83 1.10
C -1.02 5.87 1.66
F -0.13 5.43 0.71
F -0.26 6.47 2.65
C -1.79 4.72 2.24
N -0.85 3.78 2.86
C -0.86 3.77 4.28
C -2.06 3.46 4.94
C -2.16 3.61 6.32
C -1.09 4.14 7.05
C 0.09 4.48 6.39
C 0.21 4.31 5.01
C -0.19 2.86 2.08
C 0.99 2.24 2.55
C 1.64 1.30 1.78
C 1.09 0.85 0.56
C 1.60 -0.34 -0.08
C 0.65 -1.20 -0.77
C 1.07 -2.00 -1.86
C 0.22 -2.90 -2.49
C -1.12 -3.03 -2.06
N -1.96 -3.93 -2.68
C -1.61 -4.55 -3.96
C -1.98 -3.64 -5.09
F -1.69 -4.14 -6.32
F -3.34 -3.38 -5.05
F -1.36 -2.42 -4.98
C -3.13 -4.47 -2.10
C -4.32 -3.72 -2.10
C -5.53 -4.35 -1.79
C -5.56 -5.70 -1.44
C -4.37 -6.44 -1.42
C -3.17 -5.84 -1.80
C -1.57 -2.25 -0.97
C -0.70 -1.37 -0.34
C -0.06 1.53 0.06
C -0.68 2.53 0.79
H -2.44 5.11 3.02
H -2.37 4.25 1.44
H -2.91 3.10 4.35
H -3.08 3.31 6.83
H -1.18 4.30 8.13
H 0.94 4.89 6.96
H 1.11 4.63 4.47
H 1.37 2.50 3.55
H 2.55 0.80 2.14
H 2.45 -0.84 0.41
H 2.08 -1.89 -2.23
H 0.63 -3.50 -3.30
H -0.54 -4.75 -4.02
H -2.21 -5.46 -4.06
H -4.29 -2.67 -2.41
H -6.45 -3.77 -1.82
H -6.51 -6.18 -1.18
H -4.38 -7.49 -1.14
H -2.24 -6.42 -1.89
H -2.61 -2.33 -0.64
H -1.05 -0.81 0.53
H -0.50 1.22 -0.89
H -1.59 2.98 0.40
*
```

Results of the Mulliken charge analysis, in e, for atoms 1 through 8:
1 C -1.45
2 C 1.09
3 C 0.41
4 C -0.60
5 C -0.87
6 C -0.43
7 O -0.41
8 C 0.48